{
  "formula": "C28H47CaGeINO3SSi3",
  "method": "the ωB97M-V functional and the def2-TZVPD basis",
  "multiplicity": 1,
  "total_energy_ev": -154958.7549,
  "charge": -1,
  "mol_weight_g_mol": 801.61,
  "orbital_gap_ev": 6.9,
  "relative_energy_kcal_mol": 21.3,
  "e_homo_ha": -0.1653,
  "elements": ["H", "H", "H", "N", "O", "H", "C", "H", "H", "H", "H", "H", "C", "H", "H", "H", "H", "C", "Si", "H", "H", "C", "O", "H", "H", "H", "H", "H", "S", "C", "H", "C", "C", "H", "C", "C", "Ge", "H", "Ca", "H", "H", "C", "H", "Si", "H", "C", "H", "C", "H", "C", "O", "H", "C", "H", "H", "C", "H", "H", "H", "C", "H", "C", "C", "C", "I", "H", "C", "C", "C", "H", "C", "H", "C", "H", "H", "H", "H", "H", "C", "C", "H", "H", "H", "Si", "C", "C"],
  "positions_angstrom": [[3.48, 0.50, -4.10], [-0.33, 0.43, 4.02], [4.50, 2.31, -1.83], [-3.22, -0.88, -1.61], [-2.85, -1.24, -0.43], [-3.47, -3.16, 5.78], [-0.72, 3.24, -2.85], [-0.99, -1.20, -3.22], [1.39, 0.93, 4.04], [2.49, 3.22, -3.59], [1.40, -2.74, -2.18], [-3.14, 0.10, 3.05], [4.66, 1.31, -1.45], [2.08, -2.67, -3.79], [-2.37, -5.23, 5.33], [3.10, 3.97, -2.14], [-0.36, -5.84, 1.60], [2.44, 0.38, -4.41], [3.28, 0.80, -0.20], [-1.08, -6.70, 3.81], [-1.63, 2.94, -2.32], [-2.09, -1.63, 2.40], [-1.11, 1.88, 2.02], [-1.83, 3.67, 2.77], [-0.26, -1.13, -4.81], [0.89, 1.98, 1.71], [-3.84, 1.82, -3.47], [2.09, 1.37, -4.70], [-3.22, 1.59, -0.69], [-1.16, -3.90, 1.93], [0.48, -1.85, 3.90], [3.66, 1.96, 1.30], [2.21, 3.84, -2.74], [3.25, 1.54, 2.21], [-2.07, 2.59, 2.74], [-2.88, -0.92, 3.29], [0.97, 0.74, -0.88], [-2.16, 2.24, 3.78], [-1.33, -0.27, 0.61], [-3.02, 2.46, 2.23], [-0.63, 2.62, -3.73], [-0.91, -5.20, 2.28], [3.22, 2.94, 1.15], [1.35, -0.36, -3.00], [-0.87, 4.27, -3.17], [-3.97, -0.20, -4.17], [1.42, -2.27, 2.46], [0.53, 0.71, 3.39], [-3.99, -0.82, 5.14], [-0.34, -0.61, -3.86], [0.84, -0.35, 2.52], [3.24, -1.33, 1.15], [-3.39, -1.45, 4.49], [-4.26, 0.07, -5.18], [3.03, -2.16, -2.40], [-1.33, -5.69, 3.52], [0.41, 5.29, -0.62], [-0.83, 0.34, -4.05], [4.90, -0.85, 0.85], [-2.34, -3.55, 3.99], [2.44, -0.24, -5.30], [0.56, 4.27, -0.27], [0.19, 1.94, 2.55], [-3.75, 0.77, -3.23], [-0.37, -3.32, 0.02], [1.43, 4.28, 0.38], [-3.84, -1.54, -3.81], [1.25, -1.50, 3.20], [-3.45, -1.83, -2.52], [0.30, 2.85, 3.16], [-2.03, -4.87, 4.36], [2.18, -1.33, 3.76], [-3.39, 0.44, -1.91], [4.73, 2.10, 1.45], [-0.30, 4.00, 0.32], [3.96, -1.61, -0.42], [5.65, 1.28, -1.00], [4.67, 0.64, -2.30], [3.91, -0.91, 0.41], [-3.10, -2.74, 4.85], [1.92, 4.81, -3.12], [-3.29, -2.84, -2.15], [-4.01, -2.34, -4.51], [0.81, 3.01, -1.71], [2.03, -2.15, -2.83], [-1.86, -2.99, 2.75]]
}



{
  "formula": "C47H83N5O21",
  "method": "the ωB97M-V functional and the def2-TZVPD basis",
  "multiplicity": 2,
  "total_energy_ev": -100533.6728,
  "s2": 0.7507,
  "charge": -1,
  "mol_weight_g_mol": 1054.20,
  "orbital_gap_ev": [1.6, 8.7],
  "e_homo_ha": [0.0020, -0.2580],
  "elements": ["O", "H", "H", "C", "C", "H", "H", "C", "C", "C", "C", "C", "H", "O", "H", "H", "H", "H", "H", "H", "H", "H", "H", "H", "H", "H", "H", "O", "H", "H", "C", "H", "C", "O", "C", "O", "H", "C", "H", "C", "H", "C", "H", "C", "N", "O", "C", "C", "C", "C", "H", "H", "H", "H", "C", "C", "H", "C", "C", "H", "H", "H", "O", "C", "N", "O", "C", "O", "C", "C", "C", "H", "H", "N", "C", "C", "C", "H", "H", "O", "C", "H", "O", "H", "H", "H", "C", "O", "H", "H", "H", "H", "H", "C", "H", "H", "C", "O", "C", "O", "H", "O", "H", "H", "H", "C", "H", "H", "H", "C", "C", "N", "C", "H", "H", "H", "C", "H", "H", "H", "H", "C", "H", "H", "N", "O", "H", "O", "C", "H", "C", "H", "H", "C", "C", "C", "H", "H", "H", "H", "C", "H", "O", "H", "O", "H", "H", "O", "O", "H", "H", "H", "H", "H", "H", "H"],
  "positions_angstrom": [[4.92, -0.02, 0.40], [6.18, 5.25, -0.25], [-4.12, -0.66, -3.13], [-2.18, -3.30, 2.43], [-4.58, 1.93, 1.31], [-1.56, -1.70, -0.69], [-5.16, 0.13, -5.14], [-3.91, 1.65, 3.67], [-4.99, 0.95, -4.45], [-2.76, 1.57, 2.69], [-4.42, -3.49, -4.31], [0.28, 3.91, 2.52], [-4.50, -2.42, -4.47], [0.61, 3.79, -4.08], [-6.61, 2.36, -4.24], [-1.28, -2.76, 2.73], [4.78, -0.08, 6.26], [1.46, -3.79, -0.44], [-0.99, 1.33, -5.76], [7.58, 1.86, -2.61], [2.06, 1.55, -0.50], [7.03, 1.94, -0.39], [-3.30, -5.02, -3.38], [-0.73, 0.09, -4.50], [2.29, 0.46, 3.05], [-3.88, 2.70, 3.98], [1.03, 4.24, 1.80], [1.24, 5.28, 4.26], [2.65, -3.99, -3.90], [3.46, -4.29, 0.45], [3.27, -1.29, -4.38], [5.93, 0.25, -3.92], [-6.32, 1.41, -3.80], [-8.24, -3.69, -1.44], [-4.19, 0.43, -3.24], [2.89, -0.29, -4.95], [-4.45, -4.04, -5.25], [5.70, 0.80, -3.00], [-2.09, -0.29, 0.25], [5.52, 5.18, 1.88], [3.60, 6.01, 2.18], [3.11, 0.93, 3.60], [-4.29, -3.97, 3.49], [7.08, 0.94, -2.29], [0.77, 1.55, -4.58], [-4.72, 1.10, -2.08], [-5.92, 1.66, -2.36], [-1.03, -4.23, -2.58], [-0.09, 0.03, -0.71], [-7.17, -3.27, -0.96], [-7.29, -1.14, -1.09], [-1.75, 4.81, 3.78], [-5.26, -3.78, -3.67], [-0.11, -3.65, -2.57], [1.91, -2.69, 2.44], [4.37, 4.13, 0.08], [7.54, 0.20, -0.30], [3.28, -3.24, 0.67], [-1.15, 6.07, 5.43], [5.52, 1.17, 5.17], [-7.15, 0.72, -3.92], [-3.81, 1.02, 4.56], [-1.54, 1.50, 2.91], [-5.34, -3.33, 0.41], [-3.27, -4.02, -3.55], [3.50, 4.36, 1.06], [2.67, -1.93, -3.15], [-6.40, 2.41, -1.48], [1.65, 1.27, 0.47], [3.36, 1.43, 5.71], [4.63, 0.60, 5.42], [7.63, 0.05, -2.60], [6.34, 3.68, 0.64], [-3.60, -4.44, 4.05], [2.76, 2.80, -3.99], [5.44, 0.38, -0.69], [4.62, -3.15, -3.95], [-1.43, -4.37, -1.58], [-3.17, -5.56, 5.78], [2.88, 1.70, 6.81], [6.87, 0.93, -0.76], [-2.18, 6.29, 5.71], [-1.90, -2.31, -3.66], [6.07, 4.56, 2.59], [1.77, 2.19, 1.04], [-6.08, -1.81, -2.16], [-6.53, -1.92, -1.18], [-6.58, -3.97, 0.00], [-0.65, 3.68, 1.99], [-5.82, -1.20, 0.77], [5.84, 6.22, 1.97], [5.46, -2.99, -3.27], [4.75, -0.52, 3.55], [-4.01, -5.35, 5.13], [-2.07, -0.21, -1.44], [3.07, 3.74, -3.55], [3.99, -0.15, 4.24], [-1.50, -5.31, 3.66], [-2.09, -3.45, -3.33], [2.59, 1.62, 4.66], [3.44, -1.05, 4.52], [-3.20, 1.76, 1.42], [-5.25, 0.39, 2.55], [-3.01, -2.59, 2.44], [1.59, -1.87, -3.20], [1.25, 2.75, -4.22], [0.67, 2.96, 2.89], [-0.31, 0.78, 1.14], [-5.96, 1.95, 3.06], [3.25, -3.36, -3.24], [0.19, 4.89, 3.72], [-0.97, 5.22, 4.28], [-5.05, 1.45, 2.71], [3.02, 2.00, -3.29], [2.34, 0.56, 0.91], [0.40, -3.86, 1.42], [4.03, 5.01, 2.16], [1.46, 0.81, -4.54], [-0.67, 7.03, 5.24], [5.38, 1.84, -3.08], [3.12, -1.52, -2.25], [5.73, 4.57, 0.47], [3.40, 2.76, -4.87], [-4.49, -3.83, -0.06], [0.32, 0.73, 0.35], [0.65, -0.19, -1.67], [0.17, -2.13, 1.16], [1.68, -2.45, 3.62], [-5.49, -1.86, -0.04], [-1.38, 1.68, -4.16], [0.92, -2.91, 1.31], [-0.78, 5.57, 6.33], [3.72, 1.51, 2.91], [1.89, -3.03, 0.21], [-2.40, -4.44, 3.43], [-0.63, 1.15, -4.75], [-3.15, 0.73, -3.33], [3.32, -3.81, -2.25], [-4.76, 2.98, 1.11], [-4.79, -4.87, 5.72], [-1.49, -0.61, -0.61], [4.66, -4.12, -4.45], [3.15, -3.00, 2.07], [1.95, -2.15, -0.43], [4.91, 0.21, -1.96], [-4.36, -6.29, 4.70], [-2.07, -3.74, 1.44], [4.04, 3.58, -0.95], [4.31, -2.05, -4.80], [-5.21, -3.33, 1.49], [3.73, 4.55, 3.10], [3.94, -2.48, 0.26], [-5.02, 1.38, 0.47], [-0.90, -5.23, -3.00], [-4.55, -1.46, -0.41], [-4.48, 1.72, -5.03]]
}



{
  "formula": "C15H26F6NO6",
  "method": "the ωB97M-V functional and the def2-TZVPD basis",
  "multiplicity": 1,
  "total_energy_ev": -46055.4621,
  "charge": -1,
  "mol_weight_g_mol": 430.36,
  "orbital_gap_ev": 5.4,
  "e_homo_ha": -0.0980,
  "elements": ["F", "H", "C", "O", "C", "H", "C", "H", "C", "H", "F", "H", "H", "F", "C", "H", "H", "H", "H", "H", "C", "F", "H", "N", "C", "H", "O", "H", "C", "C", "H", "H", "C", "H", "C", "H", "H", "C", "H", "O", "F", "H", "H", "H", "H", "C", "C", "O", "H", "F", "O", "O", "C", "H"],
  "positions_angstrom": [[2.96, 0.78, 3.96], [0.42, -0.89, -3.17], [1.58, -0.39, 2.40], [1.67, -1.17, 1.50], [3.36, -2.23, -1.13], [-4.25, -0.41, -1.41], [0.86, -0.68, -2.17], [-0.75, -1.19, 2.02], [3.13, -0.75, -1.42], [1.74, 1.87, -0.52], [3.74, 0.47, 1.97], [-0.17, 5.41, -3.96], [0.06, -2.55, 4.64], [-5.03, -3.18, 3.10], [-0.15, 4.25, -2.09], [-1.11, -3.20, 3.48], [-1.91, -0.39, -0.50], [0.76, -1.59, -1.56], [2.40, 2.38, -2.09], [1.36, 4.58, -3.64], [-3.63, -2.37, 1.37], [-5.11, -1.06, 2.73], [4.08, -0.25, -1.62], [0.27, 0.31, -1.39], [-3.61, -1.28, -1.50], [0.72, 3.92, -0.14], [2.29, -0.52, -2.52], [-0.91, 3.47, -2.06], [1.49, 2.36, -1.47], [-2.55, -1.28, -0.43], [2.70, -0.28, -0.53], [-3.11, -1.24, -2.47], [-0.51, -1.19, 3.08], [4.27, -2.36, -0.52], [1.01, 3.81, -1.20], [-0.03, 3.66, -4.19], [0.60, -3.04, 3.02], [-4.31, -2.13, 2.74], [3.48, -2.81, -2.05], [-3.17, -1.23, 0.90], [2.16, 1.91, 2.29], [-0.58, 5.17, -1.67], [-1.90, -2.16, -0.48], [-4.22, -2.18, -1.46], [-1.33, -0.73, 3.63], [2.63, 0.72, 2.65], [0.27, 4.49, -3.55], [0.61, -0.29, 3.29], [1.85, 4.49, -1.36], [-3.37, -1.93, 3.69], [-3.58, -3.46, 0.89], [0.50, 1.59, -2.09], [-0.22, -2.58, 3.59], [2.53, -2.65, -0.55]]
}



{
  "formula": "C4H7N3O",
  "method": "the ωB97M-V functional and the def2-TZVPD basis",
  "multiplicity": 1,
  "total_energy_ev": -10775.6190,
  "mol_weight_g_mol": 113.12,
  "smiles": "N/N=C/C(=O)N1CC1",
  "orbital_gap_ev": 9.4,
  "relative_energy_kcal_mol": 95.2,
  "e_homo_ha": -0.3344,
  "elements": ["H", "C", "H", "N", "C", "H", "O", "N", "H", "N", "C", "C", "H", "H", "H"],
  "positions_angstrom": [[-2.96, -2.23, -0.01], [0.58, 1.70, 1.04], [-0.53, -2.28, 0.01], [-2.89, -1.13, 0.28], [0.78, -0.44, -0.44], [-0.12, 2.54, 1.10], [1.65, -1.03, -1.10], [-1.81, -0.37, -0.06], [2.67, 0.99, 0.84], [0.81, 0.87, -0.10], [1.90, 1.62, 0.33], [-0.62, -1.09, -0.18], [-3.70, -0.66, -0.12], [0.55, 1.11, 1.93], [2.35, 2.37, -0.32]]
}



{
  "formula": "C31H33AlN3O11P2SSi",
  "method": "the ωB97M-V functional and the def2-TZVPD basis",
  "multiplicity": 1,
  "total_energy_ev": -103578.1387,
  "charge": -1,
  "mol_weight_g_mol": 772.70,
  "orbital_gap_ev": 7.3,
  "relative_energy_kcal_mol": 19.8,
  "e_homo_ha": -0.1888,
  "elements": ["H", "N", "H", "C", "C", "H", "H", "Al", "O", "C", "H", "H", "C", "O", "C", "H", "C", "H", "C", "N", "C", "C", "H", "H", "O", "O", "C", "H", "C", "C", "H", "H", "C", "C", "H", "P", "S", "C", "H", "C", "C", "H", "C", "H", "C", "C", "C", "H", "H", "C", "O", "H", "H", "H", "H", "C", "H", "H", "H", "H", "O", "P", "H", "H", "O", "C", "O", "C", "H", "H", "C", "C", "C", "O", "Si", "H", "N", "H", "C", "C", "O", "O", "C"],
  "positions_angstrom": [[-3.82, 4.81, 2.03], [-2.61, 3.25, 1.37], [1.95, 4.00, -2.49], [-1.74, -0.62, -4.43], [2.16, -2.63, 2.51], [2.12, -1.36, -1.56], [1.60, -5.40, -0.48], [-0.79, 0.24, 0.52], [-1.80, -1.16, 0.76], [4.95, -2.87, 1.76], [3.33, 3.23, -4.36], [3.37, 0.82, -4.84], [-3.26, -0.70, -2.64], [-1.09, 0.77, 2.35], [2.61, 1.24, -4.22], [-3.57, 3.52, 3.13], [2.11, -0.63, 0.92], [1.81, 3.60, 2.00], [0.82, 2.16, -2.30], [-0.33, 3.46, 1.84], [2.56, 2.58, -3.90], [1.98, -3.43, -1.09], [-2.09, 5.46, 3.95], [-0.58, 3.51, 3.94], [0.83, -0.54, 1.03], [4.52, -0.96, -1.28], [3.00, -3.55, 3.08], [-3.28, 2.45, -0.51], [-1.33, 2.92, 1.21], [1.48, -2.22, -1.50], [-0.91, -5.23, -0.98], [1.08, 1.99, 2.09], [0.07, -2.04, -1.71], [0.73, 0.83, -2.68], [5.99, -2.88, 1.50], [-2.17, -2.08, 1.99], [4.35, -0.50, 0.10], [1.14, -4.52, -0.92], [1.16, 2.75, 0.55], [-0.22, -4.40, -1.14], [-4.25, -1.14, -3.46], [-3.48, -0.64, -1.57], [-2.74, -1.04, -5.29], [-0.73, -0.40, -4.78], [-3.04, 4.17, 2.42], [-4.00, -1.27, -4.82], [4.10, -1.88, 1.22], [2.58, -4.21, 3.84], [4.94, -4.49, 3.19], [2.78, -1.81, 1.53], [-1.82, 0.11, 4.70], [1.18, -2.44, 2.86], [-5.26, -1.27, -3.05], [-4.49, 3.06, 0.66], [1.55, -0.57, -3.94], [-0.61, 4.23, 3.10], [3.04, -3.48, -0.82], [-4.82, -1.64, -5.52], [-1.75, -3.07, -1.70], [-1.72, 5.79, 2.28], [5.31, 0.46, 0.53], [-0.77, -0.11, 3.55], [0.20, 4.92, 3.21], [-2.49, -1.06, -6.30], [0.61, -0.03, 4.11], [1.04, 2.97, 1.61], [-1.06, -1.61, 3.06], [-0.70, -3.14, -1.52], [-3.61, 1.51, 0.95], [-1.21, -3.69, 0.81], [-3.58, 2.54, 0.56], [1.77, 3.03, -2.86], [-1.89, 5.02, 2.97], [-1.69, -3.59, 1.62], [-0.58, -0.28, -1.86], [0.24, 2.57, -1.48], [2.85, 0.18, 0.23], [-1.36, 0.26, 5.55], [-1.99, -0.50, -3.09], [4.35, -3.72, 2.74], [-3.53, -2.06, 2.56], [-1.10, 2.08, 0.29], [1.60, 0.43, -3.66]]
}



{
  "formula": "C10H19N3O5SW",
  "method": "the ωB97M-V functional and the def2-TZVPD basis",
  "multiplicity": 1,
  "total_energy_ev": -38003.1725,
  "charge": 4,
  "mol_weight_g_mol": 477.18,
  "orbital_gap_ev": 8.0,
  "relative_energy_kcal_mol": 3.6,
  "e_homo_ha": -0.8534,
  "elements": ["C", "C", "H", "N", "H", "H", "H", "H", "H", "O", "C", "H", "H", "H", "H", "S", "C", "H", "C", "H", "H", "O", "W", "N", "O", "C", "C", "H", "H", "H", "N", "O", "O", "H", "C", "H", "H", "C", "C"],
  "positions_angstrom": [[-0.51, -0.15, 3.47], [-0.33, 4.24, -2.53], [-1.25, 1.68, 3.97], [-0.88, 2.47, -0.99], [-3.78, -0.08, -0.51], [2.66, -3.70, -2.15], [-1.09, 0.54, 5.25], [0.94, -1.66, 3.67], [-1.61, 2.68, -2.99], [-0.05, 5.31, -2.65], [-3.39, 1.86, -1.05], [0.30, -3.03, -2.05], [0.10, 2.25, -2.88], [-4.20, 2.14, -0.38], [-3.26, 0.05, -2.05], [1.39, -0.92, -1.79], [-2.07, 2.23, -0.44], [2.21, -4.23, -0.54], [-0.12, -1.50, 3.89], [3.52, -0.13, -1.04], [3.57, -1.20, -2.45], [-1.90, 1.95, 0.83], [-0.08, 1.18, 0.61], [-0.98, 0.75, 4.26], [0.80, 0.00, -0.54], [3.32, -2.34, -0.59], [-0.70, 2.81, -2.38], [-0.29, -1.65, 4.96], [4.35, -2.69, -0.66], [-0.70, -2.24, 3.33], [-3.12, 0.41, -1.11], [1.09, 2.24, 1.14], [-0.38, 0.15, 2.17], [-3.58, 2.32, -2.02], [2.33, -3.35, -1.17], [3.11, -2.13, 0.46], [0.45, -2.54, -0.34], [0.98, -2.64, -1.29], [3.16, -1.08, -1.43]]
}